# 1
{
  "formula": "C16H18F3N3O3S2",
  "method": "ωB97M-V/def2-TZVPD",
  "lumo_ev": -0.6,
  "gap_ev": 6.47,
  "homo_ha": -0.2608,
  "energy_ev": -57313.0079,
  "elements": ["F", "C", "F", "F", "S", "N", "C", "O", "C", "C", "C", "C", "C", "C", "S", "O", "O", "H", "H", "H", "H", "C", "C", "C", "C", "N", "C", "N", "C", "C", "C", "H", "H", "H", "H", "H", "H", "H", "H", "H", "H", "H", "H", "H", "H"],
  "xyz": [[-2.446, 0.455, -3.209], [-2.193, -0.587, -2.336], [-3.128, -0.446, -1.340], [-2.391, -1.739, -3.031], [-0.560, -0.624, -1.245], [-1.384, 0.905, -0.008], [-2.172, 2.050, -0.288], [-2.434, 2.419, -1.447], [-2.443, 2.575, 1.087], [-1.527, 2.175, 2.042], [-1.665, 2.527, 3.391], [-2.860, 3.103, 3.845], [-3.775, 3.514, 2.869], [-3.454, 3.430, 1.514], [-0.733, 0.705, 1.508], [-1.252, -0.439, 2.233], [0.712, 0.872, 1.516], [-0.858, 2.263, 4.062], [-2.995, 3.235, 4.925], [-4.708, 3.959, 3.204], [-4.015, 4.005, 0.768], [1.611, -1.254, -3.068], [2.504, -0.951, -1.922], [3.815, -1.713, -2.017], [2.813, 0.517, -1.975], [1.855, -1.242, -0.637], [0.582, -1.694, -0.452], [0.584, -2.255, 0.807], [-0.317, -3.237, 1.407], [1.683, -1.765, 1.493], [2.433, -1.057, 0.599], [0.603, -0.906, -2.825], [1.892, -0.735, -3.986], [1.428, -2.295, -3.228], [4.572, -1.322, -1.320], [3.754, -2.787, -1.826], [4.257, -1.587, -3.020], [3.488, 0.820, -1.159], [3.295, 0.706, -2.952], [1.911, 1.128, -1.857], [-1.305, -3.071, 0.956], [0.123, -4.217, 1.159], [-0.340, -3.118, 2.509], [1.791, -1.973, 2.550], [3.246, -0.349, 0.704]],
  "forces_ev_per_angstrom": [[1.42, -2.00, 1.35], [-2.25, -0.08, 0.07], [0.44, -0.80, -1.76], [0.18, 1.00, 0.80], [-1.34, 1.64, 1.17], [-0.33, 1.30, -0.42], [1.78, -1.34, -0.77], [0.03, -0.36, 3.24], [-0.41, 2.05, 0.47], [-1.14, -0.42, 1.51], [-0.15, -0.26, -0.16], [0.99, -0.18, -0.61], [0.27, 0.45, 0.47], [-0.78, 0.15, -0.51], [-0.37, 1.74, -1.09], [0.19, 0.40, -0.55], [-0.71, -0.19, -0.25], [-0.20, -0.17, 0.20], [-0.21, 0.05, -0.58], [0.14, 0.17, -0.27], [-0.17, -0.60, 0.29], [-1.36, -0.02, -0.84], [0.59, 0.47, 0.13], [1.11, -0.24, -0.05], [0.50, 1.16, 0.05], [-0.77, 0.56, 0.63], [1.59, -3.65, -1.03], [-0.02, 0.91, 0.38], [0.19, 0.26, -0.44], [0.41, 0.02, -0.69], [0.53, -0.75, 0.44], [0.82, 0.20, -0.84], [0.35, -0.29, 0.12], [0.41, -0.92, -0.30], [-0.33, -0.03, -0.05], [-0.37, 0.04, -0.04], [-0.35, 0.00, 0.30], [-0.04, -0.08, -0.38], [-0.18, 0.26, 0.57], [0.06, -0.13, -0.26], [0.21, -0.36, 0.37], [-0.63, 0.12, 0.10], [-0.11, 0.16, -0.80], [0.04, 0.29, -0.23], [0.00, -0.53, 0.28]]
}

# 2
{
  "formula": "C3H8O3S",
  "method": "ωB97M-V/def2-TZVPD",
  "lumo_ev": 0.2,
  "smiles": "O=C(O)CCS.O",
  "gap_ev": 9.58,
  "e_above_lowest_ev": 0.7839,
  "homo_ha": -0.3462,
  "energy_ev": -20218.1670,
  "elements": ["O", "C", "O", "C", "C", "S", "H", "H", "H", "H", "H", "H", "O", "H", "H"],
  "xyz": [[0.639, -0.314, -2.134], [0.865, -0.431, -0.938], [0.000, 0.000, 0.000], [2.006, -1.199, -0.255], [2.675, -2.300, -1.261], [4.071, -3.117, -0.302], [0.309, -0.139, 0.937], [2.803, -0.455, -0.066], [1.770, -1.693, 0.707], [2.032, -3.143, -1.579], [3.116, -1.851, -2.171], [4.710, -1.942, -0.125], [3.368, 1.859, 2.291], [3.779, 1.103, 2.768], [3.976, 2.040, 1.539]],
  "forces_ev_per_angstrom": [[0.72, -0.02, 2.47], [-0.50, -1.23, -0.44], [-0.40, 0.70, 0.81], [1.52, -1.09, -2.44], [0.35, 0.49, 1.28], [-0.57, 0.73, -0.57], [-0.19, 0.11, -1.59], [-0.30, -0.33, 0.07], [-0.22, 0.35, -0.64], [0.01, 0.73, 0.39], [-0.48, -0.05, 0.64], [0.06, -0.34, 0.05], [0.97, -0.70, -0.35], [-0.37, 0.83, -0.50], [-0.61, -0.17, 0.83]]
}

# 3
{
  "formula": "C5H6Br3F3O2",
  "method": "ωB97M-V/def2-TZVPD",
  "lumo_ev": -0.1,
  "gap_ev": 8.06,
  "e_above_lowest_ev": 9.2089,
  "homo_ha": -0.2986,
  "energy_ev": -227647.7200,
  "elements": ["C", "Br", "Br", "Br", "H", "C", "C", "O", "C", "O", "C", "F", "F", "F", "H", "H", "H", "H", "H"],
  "xyz": [[-1.519, -1.043, -2.560], [0.388, -1.233, -3.026], [-2.152, -2.627, -1.557], [-2.814, -0.640, -4.047], [-1.672, -0.184, -1.906], [2.118, 1.761, 0.730], [1.618, 0.856, 1.860], [0.822, -0.185, 1.302], [-0.396, 0.068, 0.776], [-0.854, 1.160, 0.567], [-1.263, -1.221, 0.477], [-0.497, -2.355, 0.678], [-2.416, -1.241, 1.209], [-1.635, -1.159, -0.785], [2.811, 2.478, 1.171], [1.330, 2.398, 0.328], [2.592, 1.303, -0.138], [1.015, 1.394, 2.592], [2.523, 0.471, 2.328]],
  "forces_ev_per_angstrom": [[-0.71, 1.07, -6.07], [-1.12, 0.25, 0.05], [-5.32, -13.58, -9.36], [1.11, -0.48, 0.38], [0.40, 0.88, -3.33], [-0.40, 1.34, 0.30], [0.46, 1.33, -1.46], [-1.57, -1.80, -0.29], [0.88, 0.96, 1.05], [-0.07, -0.87, -0.05], [1.88, -0.32, 4.23], [-1.46, 1.76, 0.01], [1.76, -0.12, -0.51], [4.50, 11.14, 14.51], [0.31, -0.09, -0.02], [-0.21, -0.21, 0.05], [0.07, -0.54, 0.42], [0.09, 0.12, -0.06], [-0.57, -0.81, 0.14]]
}

# 4
{
  "formula": "C29H27N3NiOP2S2Te",
  "method": "ωB97M-V/def2-TZVPD",
  "multiplicity": 3,
  "lumo_ev": [4.1, 4.1],
  "charge": -2,
  "gap_ev": [2.28, 4.58],
  "e_above_lowest_ev": 1.5512,
  "homo_ha": [0.0657, -0.0191],
  "energy_ev": -125615.1149,
  "elements": ["Ni", "S", "P", "C", "P", "S", "C", "C", "C", "C", "C", "C", "C", "C", "C", "C", "C", "C", "C", "C", "C", "C", "C", "C", "C", "C", "C", "C", "C", "C", "H", "H", "H", "H", "H", "H", "H", "H", "H", "H", "H", "H", "H", "H", "H", "H", "H", "H", "H", "H", "C", "N", "C", "C", "O", "N", "C", "N", "H", "H", "H", "H", "H", "H", "H", "Te"],
  "xyz": [[0.250, 1.254, -2.357], [2.351, 2.038, -1.272], [1.250, 1.150, 0.181], [-0.384, 0.918, -0.416], [-1.473, -0.340, 0.181], [-2.699, -1.125, -1.224], [-2.539, 0.352, 1.512], [-2.255, 1.560, 2.131], [-3.029, 2.002, 3.193], [-4.099, 1.241, 3.638], [-4.395, 0.031, 3.017], [-3.618, -0.409, 1.964], [-0.668, -1.678, 1.043], [-0.413, -1.660, 2.422], [0.170, -2.725, 3.064], [0.487, -3.896, 2.354], [0.155, -3.953, 1.012], [-0.405, -2.883, 0.356], [1.233, 2.215, 1.675], [0.815, 1.711, 2.907], [0.672, 2.547, 3.997], [0.928, 3.907, 3.863], [1.322, 4.418, 2.633], [1.472, 3.577, 1.546], [2.052, -0.373, 0.657], [2.750, -0.553, 1.867], [3.502, -1.683, 2.089], [3.629, -2.671, 1.119], [3.011, -2.459, -0.116], [2.250, -1.339, -0.341], [-1.442, 2.171, 1.768], [-2.791, 2.947, 3.660], [-4.709, 1.590, 4.463], [-5.233, -0.568, 3.354], [-3.840, -1.347, 1.470], [-0.683, -0.787, 3.007], [0.362, -2.656, 4.127], [0.946, -4.740, 2.848], [0.367, -4.852, 0.446], [-0.681, -2.967, -0.687], [0.586, 0.659, 3.012], [0.345, 2.138, 4.945], [0.809, 4.569, 4.712], [1.501, 5.478, 2.514], [1.767, 3.964, 0.576], [2.729, 0.206, 2.639], [3.996, -1.798, 3.049], [4.216, -3.560, 1.302], [3.109, -3.191, -0.909], [1.783, -1.201, -1.316], [-0.737, -1.385, -6.693], [-0.580, -0.080, -6.124], [0.160, 0.943, -6.822], [0.665, 1.836, -5.674], [1.277, 2.874, -5.857], [0.302, 1.250, -4.486], [-0.351, 0.129, -4.790], [-0.708, -0.712, -3.816], [-1.376, -1.332, -7.577], [-1.210, -2.053, -5.978], [0.233, -1.818, -6.979], [-0.461, 1.526, -7.510], [1.014, 0.522, -7.370], [-0.743, -0.275, -2.891], [-1.469, -1.362, -3.927], [-1.474, 2.709, -1.181]],
  "forces_ev_per_angstrom": [[0.66, 0.93, -0.10], [-0.19, -0.13, 0.09], [0.09, 0.13, -0.20], [-0.29, -0.10, 0.09], [-0.34, 0.34, -0.48], [0.17, 0.14, 0.12], [-0.01, -0.12, -0.04], [0.04, -0.08, -0.17], [-0.17, -0.08, 0.11], [-0.02, 0.04, 0.04], [-0.06, 0.13, 0.15], [0.18, -0.03, -0.19], [0.07, -0.15, 0.01], [-0.08, 0.19, 0.20], [-0.02, -0.04, 0.16], [0.08, 0.02, 0.26], [0.14, -0.28, -0.32], [0.02, 0.09, -0.20], [-0.01, -0.18, -0.10], [0.07, 0.00, -0.10], [0.04, 0.17, 0.08], [0.00, 0.04, 0.01], [-0.05, 0.05, 0.23], [0.07, -0.05, -0.19], [-0.05, 0.22, -0.03], [-0.03, 0.23, 0.30], [0.15, -0.10, 0.23], [0.07, -0.11, 0.14], [-0.14, -0.08, -0.30], [-0.15, -0.17, -0.46], [0.00, 0.01, -0.06], [0.00, 0.10, 0.08], [-0.01, 0.01, 0.03], [-0.02, 0.00, 0.03], [0.02, -0.01, -0.03], [-0.06, -0.05, -0.03], [0.04, -0.01, 0.07], [0.05, -0.09, 0.06], [0.01, -0.09, -0.02], [0.02, 0.03, 0.00], [0.07, 0.03, -0.04], [-0.02, 0.02, 0.05], [-0.01, 0.03, 0.04], [0.00, 0.09, 0.03], [-0.02, -0.05, 0.04], [-0.02, -0.04, -0.05], [0.02, -0.01, 0.00], [0.06, -0.07, 0.03], [0.02, -0.04, -0.02], [0.06, 0.01, 0.17], [-0.03, -0.26, -0.15], [0.01, 0.14, 0.34], [0.08, 0.17, -0.17], [0.40, 0.68, -0.01], [-0.41, -0.68, 0.10], [-0.07, -0.45, -0.03], [0.06, 0.00, 0.39], [-0.22, -0.14, -0.98], [0.05, -0.03, 0.01], [-0.01, -0.02, -0.01], [-0.08, -0.01, 0.00], [0.08, -0.10, 0.06], [-0.09, 0.08, 0.06], [-0.06, -0.13, 0.56], [-0.05, -0.06, -0.11], [-0.10, -0.08, 0.24]]
}